Record 1
A molecular structure, C28H37N4O4P2PdSSe. Source: the OMol25 dataset; level of theory: ωB97M-V/def2-TZVPD.

Structure (ORCA input):
```
! RIJCOSX wB97M-V def2-TZVPD def2/J DEFGRID3
* xyz -1 5
H -0.91358 -3.40903 6.05779
H 1.04341 1.98634 3.12866
C 0.39724 0.42769 -3.67539
C -6.23531 1.07098 1.26797
O 0.07586 0.22127 3.65781
C 0.34108 -5.62984 3.84366
C -2.22939 0.79362 4.09845
H 0.96630 -1.21296 -1.65117
H -1.93466 -0.60198 -4.66808
C -1.42882 3.19397 2.25105
H -1.37606 3.89712 1.41948
C 1.24351 -4.81016 3.18272
H -1.51454 -7.00011 5.10877
O 2.95508 -3.12707 1.52668
H 0.65522 -1.92680 4.86623
C -2.11933 -2.99859 0.28316
H -8.36020 0.90084 1.05774
C -0.29803 -3.80859 5.25944
C 0.59631 -2.97656 4.61158
C -4.93856 0.99528 -0.78648
H 0.20743 2.01522 4.71985
C 0.76858 1.39721 4.00825
H -2.53338 -0.97157 2.01401
H -0.07254 -3.38510 0.66856
H 1.83614 -5.17584 2.35434
N 2.51834 0.19293 -0.95558
Se 3.46904 1.99321 1.23532
N -0.53358 -1.66784 1.75755
H -1.30796 3.75142 -1.66220
H -1.84297 -1.54352 -1.92046
C -1.57269 -1.04579 2.54556
H -2.42713 3.24308 2.68795
N -3.84902 1.25291 1.38249
C -4.98778 1.10490 0.63067
H -1.74810 -1.67675 3.42672
H -8.27354 0.70740 -1.41045
C -2.70110 1.24060 0.67933
H -2.30173 2.92453 -2.88217
H -6.24544 1.15893 2.34790
O 0.09480 -1.54343 -1.37242
H -2.41264 -5.57662 5.63449
H 0.23311 -6.66266 3.53316
H -2.02222 1.14508 -4.49758
H -0.68060 3.47007 2.99091
H 1.27512 0.42448 -3.03149
C -1.42185 -6.03284 5.60169
C -7.40624 0.92852 0.54534
C -1.20795 0.35693 3.05159
H -1.93367 1.73548 4.56245
C 2.95846 0.88666 -0.11975
O -2.44626 -3.95250 -0.33034
S 2.46216 -2.39059 2.72390
C -7.35758 0.81997 -0.84324
C -2.05744 0.20712 -3.94041
H -0.72645 -1.95417 -3.23200
H -3.03123 0.12506 -3.46385
C -0.88995 -2.94401 1.24186
H -0.18644 -1.07522 1.00801
H 0.35194 1.39241 -4.18355
H 1.69675 1.07602 4.48049
Pd 0.53467 1.10932 0.10969
H -6.07240 0.77591 -2.57403
H -3.21287 0.92781 3.64919
H -0.54586 3.13903 -3.13486
P -1.15485 1.51784 1.56733
C -0.87878 -1.29196 -2.36698
H -1.11288 -6.21205 6.63376
N -3.74993 1.04198 -1.47429
C -0.91253 0.13810 -2.92375
H -2.27274 0.03181 4.88088
C -2.65158 1.13887 -0.70636
P -1.05087 1.36236 -1.52972
C -6.13804 0.85534 -1.49554
C 1.36790 -3.48387 3.56897
H -1.15139 -3.63325 2.05597
C -1.32470 2.94776 -2.39770
H 0.53039 -0.33434 -4.44964
C -0.44099 -5.14615 4.88675
*
```

Computed properties:
- Kohn-Sham gap (alpha / beta) (eV) = 5.350 / 6.706
- maximum force (hartree/bohr) = 0.0123
- E (a.u.) = -5219.3543
- <S²> = 6.04

Record 2
7 unconnected molecules or ions with the total composition C28H37N6O12 in a non-equilibrium geometry. Source: the OMol25 dataset; level of theory: ωB97M-V/def2-TZVPD.

Structure (ORCA input):
```
! RIJCOSX wB97M-V def2-TZVPD def2/J DEFGRID3
* xyz -1 1
C -0.82257 -0.97737 2.38353
H -3.93957 -0.35537 -3.95547
C -4.02457 0.51963 -3.94947
O -0.07157 3.64263 0.77453
C 0.71343 3.35463 -0.16747
C 3.60443 -1.38937 2.94753
H -3.44057 -3.88837 -2.70347
C 4.51643 -0.02337 -3.40347
O -0.51957 -0.35037 -1.20647
H 0.87243 6.37563 -1.88047
O 1.30043 0.33263 -2.22747
H -0.66057 5.54363 -1.60447
H 1.11043 -0.80237 0.60253
H 3.42643 0.08063 -3.60647
H 0.21343 -1.57537 5.83353
C -0.69457 0.28863 5.10553
H -0.59157 0.72863 5.99853
O -2.84157 5.26763 -2.44947
N 5.18543 0.45963 -2.32947
N 3.65443 -1.48737 4.38753
H 4.23443 -2.95437 5.95153
C -1.38157 0.44363 2.63453
C -0.32957 -1.81637 3.59453
H 7.32443 -0.28137 -2.62747
C 1.89543 3.73963 -2.29247
C -3.87557 -2.68337 0.43953
O -3.87357 -6.74837 -2.84747
C -5.18257 1.23563 -4.05547
H -5.60757 -5.75837 0.58753
C 4.36143 1.34363 -1.47347
H 6.48143 -0.32437 -1.19347
N -4.68657 -6.31837 -1.91747
C -3.35457 -2.74737 -0.94147
H 4.79843 2.31863 -1.34147
H -1.65657 1.96063 4.14553
H -1.75657 0.90863 1.80753
H -1.73657 0.56463 -3.54247
H 3.24343 -2.30137 2.55153
H -4.95957 -3.44737 2.07753
C -5.01357 -4.97637 0.25953
N -3.92457 4.73063 -2.80447
O 0.38043 -3.89637 4.44653
O 5.11743 -0.88937 -4.10747
H 7.00743 1.22563 -1.83847
C 0.53843 5.59863 -1.22447
N 1.00743 4.19463 -1.17847
C 0.71343 -0.00137 -1.24147
H -2.85957 -1.79237 -1.32447
N 0.20643 -3.19637 3.35753
C -2.59157 1.15963 -3.62747
H 4.25343 0.80963 -0.46347
C -5.20557 2.72563 -3.70047
H 1.68043 2.82463 -2.77847
H 1.55843 4.45863 -3.13747
C -3.70657 -3.82437 -1.76747
H 4.49543 -0.84137 2.20553
C 3.97043 -2.79237 4.92153
C 3.55343 -0.35637 5.15453
C -4.69157 -3.74237 0.97853
H 2.88043 3.78163 -2.08547
O 0.33243 -3.69037 2.16553
C -3.85557 3.37363 -3.18847
C 6.56943 0.24463 -2.03247
H 3.74043 -0.59237 6.30553
O 1.45543 -0.12637 -0.06647
C -1.24457 1.05763 3.95053
O -4.98857 5.45563 -2.91947
H -0.77457 -1.14437 1.28653
H -6.20457 3.25563 -3.60247
C -2.61157 2.53863 -3.05447
C -4.40557 -5.09537 -1.16547
H 3.41543 1.42963 -1.85147
C -0.15957 -1.08337 4.93153
O 3.27043 0.75963 4.74653
O -5.59357 -7.12337 -1.41547
H 3.01243 -3.44937 4.78553
H 4.83943 -3.11337 4.39053
H 0.78043 6.03863 -0.31447
H -3.84457 -1.69637 1.05153
H 1.33843 2.21863 -0.06547
H -1.84257 3.02963 -2.60647
H -6.09057 0.71463 -4.38447
H 2.56243 -1.08037 2.90253
*
```

Computed properties:
- Kohn-Sham gap (eV) = 6.074
- maximum force (hartree/bohr) = 0.3013
- E (a.u.) = -2319.8566

Record 3
A molecular structure, C28H38As2N5RuSi. Source: the OMol25 dataset; level of theory: ωB97M-V/def2-TZVPD.

Structure (ORCA input):
```
! RIJCOSX wB97M-V def2-TZVPD def2/J DEFGRID3
* xyz 2 2
H 1.06722 -0.58306 -5.46427
C 1.33815 3.07270 -3.82656
H 1.62444 -7.20921 0.41107
C 2.43263 -3.48137 -0.18295
H 1.00558 -4.20694 -3.89256
H 1.88127 3.52184 -4.66107
C 1.95931 2.03488 -0.08894
H 1.73941 1.32285 3.64912
N -3.83696 -0.66505 -1.59146
C -3.46406 -2.02046 0.32689
H 3.91551 -2.31226 -2.80452
C -4.34816 -1.55334 -0.63792
H 3.97077 1.37412 -4.14616
H -0.46772 0.02019 -3.17228
H 4.86487 -1.02945 -2.02490
Si 1.53084 1.21555 -3.82053
N -1.65168 -0.75867 -0.78268
H -7.15385 -3.14318 0.31104
H -4.45628 -0.27359 -2.28597
C -3.92747 -2.91160 1.30224
As 0.24196 -2.90359 -1.88736
C -6.11927 -2.82806 0.30851
C -2.55316 -0.33675 -1.63180
C 3.26437 -4.25345 0.62044
H 1.72575 0.83736 -6.27029
H 4.77902 -1.54606 0.97392
C 1.85162 -6.16547 0.24062
H 3.60837 -6.18784 1.47158
H -6.35936 -1.56425 -1.41077
C 1.02733 -5.40482 -0.57587
C 2.57646 2.91337 0.78805
H -0.18556 1.41674 -2.13696
H 4.00524 0.04221 0.88484
C -1.46848 -3.79837 -1.98143
C 2.96692 -5.59142 0.83668
Ru 0.53651 -0.69090 -0.86068
H 4.90889 -2.69553 -1.38257
H 0.19715 -2.70082 -4.39263
H 4.14277 -3.82633 1.08885
C 1.82706 1.54729 2.59466
C 3.31712 0.80999 -3.47702
C 0.28735 0.51302 -2.55133
C -5.24307 -3.31451 1.28621
H 0.28885 3.35941 -3.92774
H 1.86653 -2.65007 -3.80635
H 3.51507 -0.24628 -3.65187
H 0.16455 -5.86900 -1.03663
C 0.90295 -3.14211 -3.69008
C 0.37510 -0.40557 2.04224
N 1.30565 0.94867 0.32509
N -0.12427 -1.06618 1.06892
C 1.24517 0.71201 1.65767
As 2.83845 -1.62753 -0.60944
H -3.24152 -3.26325 2.06036
H -2.24952 0.32238 -2.43301
H 3.60890 1.06097 -2.45264
H -1.34546 -4.73177 -2.52799
C -5.68256 -1.94650 -0.65681
H 3.08334 3.78435 0.39662
C 1.31834 -4.06193 -0.78688
H 2.97455 3.34558 2.85648
H 3.26247 -1.25992 1.84956
C 2.51104 2.66994 2.15058
N -1.29315 -1.78141 1.29597
C -2.09342 -1.53281 0.30763
H 0.04252 0.82868 -5.75553
H 1.72129 3.53634 -2.91369
C 1.05001 0.50979 -5.47766
C 4.29031 -1.93517 -1.85684
H -2.18086 -3.17529 -2.52082
H -5.60626 -4.00433 2.03506
H 0.03112 -0.53982 3.06304
H 1.97750 2.19906 -1.15685
H -1.84544 -4.00734 -0.98244
C 3.82137 -1.02916 0.94634
*
```

Computed properties:
- Kohn-Sham gap (alpha / beta) (eV) = 7.736 / 7.070
- maximum force (hartree/bohr) = 0.0134
- E (a.u.) = -6219.0070
- <S²> = 0.76

Record 4
A molecular structure, C28H38As3Cl4N5O2Pt. Source: the OMol25 dataset; level of theory: ωB97M-V/def2-TZVPD.

Structure (ORCA input):
```
! RIJCOSX wB97M-V def2-TZVPD def2/J DEFGRID3
* xyz 0 1
H -3.77132 -0.25892 2.68244
C -3.47653 0.65298 -0.46490
As -5.00810 0.57638 -3.78098
H -3.87614 -4.05109 1.94149
H -1.20585 2.93596 1.87823
C -3.81539 2.12183 -3.53614
H -4.20330 -2.71149 -0.84260
C 4.76514 3.21079 1.89102
H -2.08234 -0.12036 -2.72975
C -1.75708 2.67507 0.97652
Cl 3.19018 -2.50666 -1.96815
C -3.41285 0.75754 2.53626
H -3.62967 -2.58501 2.92572
C -3.14449 -3.32384 2.29207
H -2.45552 -1.84027 -2.68992
H 4.95189 6.22514 -0.64288
C 3.97214 -3.29036 0.53126
O 0.23421 -2.55417 2.13568
N 3.16911 0.35006 0.87840
C 2.46520 -3.31502 2.40422
H -3.80918 2.64672 -4.49206
C 4.89962 5.40341 0.05787
H -2.87464 1.06215 3.43274
O 0.63782 -2.15863 -0.47050
H -2.55616 -4.64642 -0.46753
H 4.10033 -0.19042 2.74673
N 4.61145 3.58610 -1.67025
H -4.98854 -1.57325 -2.59945
Cl 5.54877 -3.50430 -0.15632
H -0.97915 -4.54844 0.38049
N 4.48046 2.31983 -1.59444
H -1.14332 2.90768 0.10788
H -4.64473 -1.57885 0.42374
H -4.15168 -1.45133 -5.05387
C -4.80107 -0.58179 -2.17232
C 4.73686 4.08912 -0.39164
H 4.25133 -0.01109 -0.88194
Cl 5.03590 -4.06010 2.90481
C -3.87785 -0.39647 -5.06046
C 1.41971 -2.86679 1.62378
Cl 2.18435 -3.49794 4.10904
N 1.08707 0.15101 1.49330
C 2.91271 -2.85016 -0.28255
C 4.67562 3.02590 0.50689
H 5.19968 0.17067 0.60372
H -4.21568 2.80261 -2.78587
N 4.52538 1.93409 -0.29655
H 4.99825 4.70764 3.37829
H 5.11857 6.59197 1.81066
C 1.46718 0.78772 -0.90652
H -5.67848 -0.35621 -1.55884
H -3.25608 1.47054 -1.14961
C -2.30608 -0.95523 -2.06655
H -1.42182 -1.13075 -1.45041
H -1.18881 -3.66921 -1.13123
H 1.98031 1.67667 -1.27350
H 0.39182 0.95314 -0.91493
C 3.75003 -3.53166 1.87066
As -2.31904 -2.49532 0.76036
C 1.88640 0.44859 0.47520
H -4.07693 -0.00218 -6.05635
H -2.81522 -0.30291 -4.84779
H -2.79008 1.85378 -3.28679
C -3.56634 -0.67263 -1.24580
C 4.92310 4.50862 2.31719
H -2.68916 3.23737 0.93475
H -4.45281 0.86894 -0.01958
C -1.69867 -4.01327 -0.23641
As -2.19900 0.79472 1.01789
H -2.36261 -3.82221 2.86290
C 3.18273 -0.00054 2.21706
C -3.84785 -1.84622 -0.27745
Pt -0.65461 -0.92558 1.15891
C 4.34087 0.54821 0.04967
C 4.99074 5.59313 1.41560
C 1.88981 -0.12520 2.58564
H 1.47235 -0.45031 3.52199
H 1.67654 -0.05456 -1.56703
H 4.70688 2.38880 2.59054
H -4.25746 1.42691 2.36897
C 1.63116 -2.63466 0.21924
*
```

Computed properties:
- Kohn-Sham gap (eV) = 6.637
- maximum force (hartree/bohr) = 0.0190
- E (a.u.) = -10181.4245

Question: Which formula does entry 3 have?
Answer: C28H38As2N5RuSi

Question: maximum force of number 2 (C28H37N6O12)?
Answer: 0.3013 hartree/bohr

Question: Which value of maximum force does entry 3 give?
Answer: 0.0134 hartree/bohr